[1]
Density functional theory data (the ωB97M-V functional and the def2-TZVPD basis) for a structure of composition C30H29Cl2N4OW at a distorted geometry.

XYZ file:
```
67
Properties=species:S:1:pos:R:3:forces:R:3:mulliken_charge:R:1
W -0.067787 0.151956 -0.536671 -0.15 -0.46 1.51 0.2930
C -0.946503 0.035937 3.949444 0.23 0.18 -0.08 -1.5792
C -1.075027 0.416541 2.513401 0.14 -0.14 0.67 0.8734
N -0.166490 0.208839 1.606114 1.04 -0.51 0.53 0.6830
N 1.094205 -0.114262 2.113482 0.07 -0.08 0.23 -0.9363
C 1.908799 -0.604134 1.226681 -0.24 -0.46 0.00 0.3746
O 1.556544 -0.863926 -0.021778 0.23 0.23 0.41 -0.4481
C 3.274793 -0.975187 1.622938 0.05 0.04 0.00 0.3192
C 4.175609 -1.404400 0.650965 -0.01 -0.01 0.00 -0.3476
C 5.469491 -1.744668 1.009846 0.01 0.00 0.00 -0.7835
C 5.866527 -1.658506 2.336568 -0.01 0.01 0.00 -0.4181
C 4.969274 -1.230936 3.308196 0.01 0.00 0.00 -0.7310
C 3.677378 -0.886613 2.955618 -0.01 0.01 -0.01 -0.3522
C -2.306681 0.998195 2.012592 -0.79 0.05 -3.83 0.2501
C -3.700501 0.707502 2.221623 -0.55 -0.38 0.35 -0.7371
C -4.574958 0.893132 1.196672 0.02 -0.14 0.49 -0.1139
C -4.492243 1.270194 -0.234723 0.15 -0.03 -1.07 0.0845
C -3.720456 1.638095 -1.336451 -2.83 0.24 1.20 -1.4629
N -2.163250 1.612220 0.868330 1.05 2.27 5.45 -0.4716
H 0.001036 -0.448643 4.148749 0.02 -0.04 0.00 0.3355
H -1.768197 -0.634301 4.212685 -0.05 0.04 -0.03 0.3686
H -1.030327 0.923038 4.579932 -0.04 0.00 0.00 0.3677
H 3.859679 -1.460341 -0.381345 -0.01 0.00 0.00 0.4357
H 6.170141 -2.071986 0.253665 0.00 0.00 0.00 0.4332
H 6.879360 -1.917885 2.614936 0.00 -0.01 0.00 0.4028
H 5.281502 -1.163730 4.341563 0.00 0.00 0.00 0.4271
H 2.974557 -0.543716 3.701698 0.00 0.00 0.00 0.3995
H -4.076494 0.385913 3.186362 -0.04 -0.06 -0.04 0.4394
H -5.606414 0.710770 1.477731 0.00 -0.05 -0.03 0.3659
H -5.513684 1.213766 -0.608722 0.02 0.02 -0.31 0.3751
H -1.632747 1.355985 -2.134706 -1.14 1.06 0.27 0.8521
C 0.984051 -0.446232 -3.732498 -0.05 -0.04 -0.12 -1.8260
C -0.432754 -0.521015 -3.172577 -0.16 -0.62 0.08 2.0004
C -1.491042 -0.610297 -4.271932 -0.07 -0.12 0.07 -1.7155
C -0.601997 -1.605911 -2.073458 0.41 0.24 0.04 0.0437
C -1.639981 -1.540312 -1.089080 -0.06 0.13 -0.47 0.2573
C -1.514363 -2.291382 0.105828 -0.39 -0.19 -0.66 -1.1265
C -0.488443 -3.205233 0.275128 0.01 -0.06 -0.04 0.8659
C -0.322624 -3.944532 1.570375 -0.01 0.02 -0.01 -1.6120
C 0.382558 -3.427995 -0.805212 0.03 -0.03 0.06 -0.6965
C 0.355286 -2.631020 -1.926584 -0.19 -0.09 0.02 -0.6227
H 1.070412 0.437711 -4.364116 0.00 0.00 0.00 0.4478
H 1.206544 -1.314961 -4.354451 0.01 0.01 -0.01 0.4538
H 1.744416 -0.372189 -2.952394 0.00 -0.03 0.01 0.2374
H -0.658232 0.470961 -2.701207 0.38 -0.34 -0.33 -0.7302
H -1.418716 -1.575977 -4.774806 0.00 0.01 -0.02 0.4409
H -1.338690 0.180524 -5.005781 -0.01 0.00 0.00 0.4208
H -2.498740 -0.507018 -3.866922 0.00 0.00 0.01 0.3501
H -2.578698 -1.041777 -1.325111 0.06 0.12 0.13 0.6910
H -2.312136 -2.211717 0.835829 0.11 0.06 0.12 0.6156
H 0.100238 -3.276912 2.325688 0.02 -0.01 0.00 0.2448
H 0.352634 -4.790722 1.461998 -0.01 -0.01 0.00 0.4163
H -1.279728 -4.306186 1.946256 0.00 0.00 0.00 0.4002
H 1.131054 -4.206227 -0.726427 0.01 0.02 0.02 0.3902
H 1.099587 -2.781613 -2.696211 0.03 0.05 0.02 0.3758
Cl -2.054588 1.708793 -0.690619 3.34 -1.76 -4.74 0.4774
C -1.105971 3.271578 -1.021521 -0.74 -1.30 0.05 0.6358
C -1.739096 4.399369 -1.444831 0.00 0.44 0.56 -0.7863
C -0.944321 5.545950 -1.354464 -0.01 -0.18 -0.15 -0.7138
C 0.354998 5.446837 -0.875611 0.03 -0.05 0.07 -0.4448
C 0.930847 4.214722 -0.570211 0.38 0.04 -0.40 0.1617
Cl 2.560715 4.136878 -0.019086 -0.01 0.00 -0.05 -0.1621
C 0.230962 3.017204 -0.764448 0.52 0.27 0.65 0.5191
N 0.768178 1.735088 -0.661034 -0.79 1.63 -0.68 -0.1379
H -2.775333 4.402180 -1.752469 -0.03 0.02 0.09 0.5412
H -1.349574 6.506349 -1.638443 0.01 0.01 -0.01 0.4219
H 0.955408 6.336225 -0.745011 0.00 0.00 -0.02 0.4664
```
Forces are in eV/Å.

Results
**Energy**: -66437.6886 eV
**Net charge**: +1
**Spin multiplicity**: 3
**LUMO (alpha / beta)**: -4.66 / -4.55 eV


[2]
Density functional theory data (the ωB97M-V functional and the def2-TZVPD basis) for an isolated molecule of C6H12O.

XYZ file:
```
19
Properties=species:S:1:pos:R:3:forces:R:3:mulliken_charge:R:1
C 2.418033 -0.741286 -0.172979 0.36 0.09 -0.06 -0.7582
O 1.089114 -0.851765 0.218820 0.07 -0.07 0.02 -0.2742
C 0.336522 0.223194 0.706371 -0.04 0.01 0.09 -0.0339
C -0.033079 1.471637 -0.158256 0.17 0.04 -0.14 -0.8107
C -1.521771 1.212540 0.193355 -0.09 0.04 -0.06 -0.5904
C -1.136445 -0.221755 0.621904 -0.07 -0.19 -0.03 0.0373
C -1.239032 -1.228333 -0.543470 -0.25 0.03 0.02 -1.2868
H 3.095833 -0.709713 0.690601 0.04 0.14 -0.10 0.2469
H 2.597432 0.122225 -0.827413 0.01 -0.02 0.12 0.3192
H 2.615722 -1.657305 -0.741347 0.18 0.23 0.08 0.2413
H 0.695002 0.533343 1.701531 -0.19 -0.11 -0.11 0.4110
H 0.376657 2.437440 0.155055 0.03 -0.23 -0.06 0.3512
H 0.167640 1.328565 -1.222989 0.04 -0.02 0.12 0.2628
H -2.251955 1.279263 -0.620153 0.17 0.03 0.07 0.3041
H -1.875188 1.848195 1.014299 0.14 -0.22 -0.09 0.2723
H -1.590838 -0.598727 1.547241 0.06 -0.03 -0.28 0.3311
H -2.278809 -1.402896 -0.823269 -0.08 0.02 0.08 0.3803
H -0.703655 -0.858455 -1.429024 -0.29 0.04 0.22 0.2876
H -0.761179 -2.186165 -0.310286 -0.27 0.23 0.12 0.3092
```
Forces are in eV/Å.

Results
**Energy**: -8462.6533 eV
**Net charge**: 0
**SMILES**: CO[C@H]1CC[C@H]1C
**Spin multiplicity**: 1
**LUMO**: 1.09 eV


[3]
Density functional theory data (the ωB97M-V functional and the def2-TZVPD basis) for a structure of composition C15H18N4O4S2 at a distorted geometry.

XYZ file:
```
43
Properties=species:S:1:pos:R:3:forces:R:3:mulliken_charge:R:1
C -6.131468 -2.362453 -0.305771 -1.96 1.02 -0.18 -0.6205
H -5.795666 -3.349464 -0.832300 -0.67 1.65 1.50 0.3019
O -5.177349 -1.272379 -0.932593 -6.48 -2.87 1.70 -0.4135
C -3.903976 -1.651161 -0.781971 0.58 -1.32 -1.18 -0.4979
C -3.422815 -1.474801 0.506060 -1.15 3.43 10.28 -0.5550
N -3.745743 0.000248 1.051118 -1.65 -2.03 -0.80 -0.2241
C -2.856567 0.895487 0.868087 7.22 6.30 -3.74 0.1284
N -1.551731 0.805215 0.294595 -5.02 -3.61 2.48 -0.8828
N -0.846364 1.908750 0.162551 3.30 -3.46 -0.73 0.2360
C -1.403937 2.934699 0.397143 -4.03 8.71 1.19 0.4266
S -0.811057 4.751949 0.245004 1.02 -3.65 -0.67 -0.1070
C 0.861706 4.142387 -0.209206 -0.37 -8.37 5.18 -0.6642
C 1.004764 2.866721 -1.354325 -3.02 10.45 5.15 0.4194
O 0.410578 3.300302 -2.240463 -3.10 -0.31 -7.15 -0.5305
N 1.708738 1.877856 -1.179267 6.31 1.10 10.32 -0.1023
C 2.362223 1.406662 0.174315 -1.91 -4.68 -7.44 0.4920
O 2.863725 1.990104 0.988074 2.04 5.10 4.93 -0.4400
C 2.591439 -0.089749 0.086384 7.14 10.52 0.87 0.2639
C 1.620072 -0.752380 -0.174089 -12.90 -9.71 -0.65 0.7396
C 1.629650 -2.188137 0.046065 2.03 0.75 -2.87 -1.2066
C 2.873842 -2.790250 -0.016434 0.01 0.64 3.49 -0.6320
C 3.921074 -1.882891 0.338940 4.21 -2.09 -1.88 -0.4714
C 3.904108 -0.477775 0.211146 -1.50 -5.96 1.04 0.6166
O 4.875632 0.333989 0.390814 3.32 2.83 -1.32 -0.3856
C 6.239926 -0.037692 0.175667 -2.43 -0.37 9.84 -0.9154
H 6.962837 0.695100 0.467807 -0.42 0.96 -0.06 0.3088
H 6.329584 -0.958774 1.349033 0.44 2.44 -3.06 0.2057
H 6.605576 -0.673125 -0.450802 0.89 -3.65 -4.97 0.4925
H 4.929813 -2.472152 0.406393 -1.62 1.61 0.04 0.1642
H 3.076322 -3.897368 0.176274 -0.47 1.64 -0.75 0.3104
H 0.803447 -2.761832 -0.201380 -1.86 -0.84 -0.04 0.4444
H 0.503978 -0.437636 -0.315204 2.37 0.41 0.25 0.1019
H 1.594661 1.255142 -1.768397 -0.97 -8.01 -7.02 0.1307
H 1.383311 3.519753 0.782327 -1.74 2.66 -2.13 0.1275
H 1.447491 4.892812 -0.404289 3.28 4.13 -1.52 0.6348
S -3.106839 2.956614 0.829101 0.24 -3.46 0.62 -0.2439
H -4.628308 0.384212 0.744077 -0.60 -0.54 0.30 0.3390
H -3.958066 -1.899989 1.665831 1.40 -0.21 -4.28 0.1884
H -2.392315 -1.429242 0.729129 1.35 -0.91 -0.48 0.5567
H -3.575749 -0.832849 -1.376748 2.55 -0.25 -1.31 0.4694
H -3.647207 -2.740164 -0.844952 -0.26 0.42 -1.90 0.3083
H -6.256640 -2.367512 0.939503 1.11 -0.07 -3.51 0.2157
H -7.292683 -2.118241 -0.637239 3.32 -0.42 0.48 0.2699
```
Forces are in eV/Å.

Results
**Energy**: -51651.9875 eV
**Net charge**: 0
**Spin multiplicity**: 1
**LUMO**: 0.39 eV


[4]
Density functional theory data (the ωB97M-V functional and the def2-TZVPD basis) for a cluster of 3 separate species, C2H10N2O2 in total at a distorted geometry.

XYZ file:
```
16
Properties=species:S:1:pos:R:3:forces:R:3:mulliken_charge:R:1
C 1.378093 1.851624 1.003815 1.34 -0.34 -0.53 -1.1748
N 0.735978 -0.479031 -0.677330 0.45 -0.10 0.45 -0.9981
C 0.403839 0.846564 -0.901332 0.70 -0.21 -0.26 -0.7622
N 0.925787 1.883149 -0.377316 -1.91 0.63 0.67 -0.1812
H 1.639892 2.860326 1.327226 -0.28 0.07 -0.01 0.3243
H 2.305963 1.277581 1.171228 -0.16 -0.23 0.04 0.2709
H 0.588997 1.436523 1.630156 0.07 0.02 0.16 0.3702
H 0.928955 -1.016487 -1.523718 -0.73 -0.13 -0.10 0.8516
H 1.537267 -0.622115 -0.072503 -0.04 0.15 0.22 0.1290
H -0.442503 0.940428 -1.582900 0.58 0.11 -0.62 0.5367
H -0.170950 -2.929647 1.384957 -0.03 -0.09 0.11 0.6324
H -0.623691 -1.681200 0.700010 0.10 0.16 0.15 0.1968
O -0.623901 -2.094467 1.582637 0.00 -0.04 -0.21 -1.0174
H -2.666679 -0.794529 -0.047215 0.23 -0.23 -0.41 0.3461
H -2.038944 -1.742988 -1.106593 0.01 0.09 0.15 0.4275
O -2.383806 -0.840305 -0.979619 -0.33 0.14 0.18 -0.9518
```
Forces are in eV/Å.

Results
**Energy**: -9309.6053 eV
**Net charge**: -1
**Spin multiplicity**: 2
**LUMO (alpha / beta)**: 4.10 / 3.81 eV